# 1
Below is C31H30N6OS2SiW as an isolated structure, with properties calculated with the ωB97M-V functional and the def2-TZVPD basis.

Each line ends with the Mulliken charge.
Positions of all 72 atoms, in Å:
1 W -1.19487 0.27807 0.99285  0.263
2 C -3.40447 0.48341 6.38924  -0.707
3 S -2.93498 -0.87724 5.29620  0.013
4 C -2.53225 -0.10944 3.81136  0.615
5 S -2.19341 -1.28106 2.53874  -0.423
6 N -2.53569 1.18092 3.66988  -1.196
7 N -2.14439 1.57679 2.40466  0.422
8 C -2.20726 2.84572 2.14873  -0.619
9 C -1.67445 3.26290 0.85669  0.853
10 C -1.69935 4.56185 0.38242  -0.920
11 C -1.14305 4.82293 -0.86478  -0.451
12 C -0.58820 3.78352 -1.59693  -0.865
13 C -0.59387 2.50124 -1.07221  -0.103
14 N -1.11477 2.25099 0.13963  -0.121
15 H -4.38729 0.25826 6.79351  0.336
16 H -3.43267 1.41411 5.83347  0.247
17 H -2.67722 0.54909 7.19374  0.300
18 H -2.62252 3.53589 2.87477  0.475
19 H -2.14913 5.34695 0.97330  0.530
20 H -1.14568 5.82890 -1.25927  0.483
21 H -0.14520 3.95108 -2.56782  0.519
22 H -0.17704 1.65823 -1.61220  0.337
23 O -0.00667 -0.54506 -0.16730  1.257
24 Si 1.12803 -1.22383 -1.25807  -0.551
25 C 1.08966 -3.01998 -0.80395  1.032
26 C -0.04732 -3.58914 -0.22179  0.246
27 C -0.08757 -4.93127 0.12286  -0.814
28 C 1.01475 -5.73883 -0.11265  -0.588
29 C 2.15243 -5.19899 -0.69489  -0.802
30 C 2.18758 -3.85477 -1.03263  -0.542
31 C 0.41638 -0.78327 -2.91601  0.561
32 C -0.81526 -1.32398 -3.30764  -0.203
33 C -1.41392 -0.94881 -4.49817  -0.864
34 C -0.78634 -0.02374 -5.32603  -0.520
35 C 0.43695 0.51499 -4.96257  -0.830
36 C 1.03315 0.13851 -3.76432  -0.250
37 C 2.73466 -0.33415 -0.99459  0.615
38 C 2.79196 0.83693 -0.23367  0.485
39 C 3.97689 1.54274 -0.08338  -0.857
40 C 5.13429 1.09158 -0.69844  -0.607
41 C 5.09646 -0.05591 -1.47882  -0.873
42 C 3.90882 -0.75469 -1.62773  -0.516
43 H -0.93434 -2.98560 -0.03787  0.228
44 H -0.97875 -5.34892 0.57172  0.450
45 H 0.98774 -6.78640 0.15373  0.406
46 H 3.01313 -5.82435 -0.88412  0.449
47 H 3.09401 -3.46818 -1.47816  0.153
48 H -1.29457 -2.07526 -2.68599  0.486
49 H -2.35169 -1.39348 -4.80440  0.475
50 H -1.24372 0.25743 -6.26487  0.437
51 H 0.93556 1.21653 -5.61747  0.466
52 H 1.99157 0.56489 -3.49316  0.426
53 H 1.89658 1.21868 0.24909  0.105
54 H 3.99704 2.44993 0.50718  0.451
55 H 6.06012 1.63783 -0.58364  0.416
56 H 5.99096 -0.40147 -1.97761  0.443
57 H 3.91050 -1.62843 -2.26704  0.351
58 C -4.93640 -0.42495 -1.79084  -1.216
59 C -3.77859 -0.17523 -0.95237  0.761
60 N -2.86774 0.02168 -0.27680  -0.021
61 H -4.66141 -1.11837 -2.58496  0.291
62 H -5.27690 0.51477 -2.22399  0.336
63 H -5.72614 -0.85891 -1.17728  0.348
64 N 2.29863 -0.08517 3.45263  0.017
65 C 2.10957 1.25300 3.69676  -0.853
66 C 1.01460 1.60847 2.97895  -0.261
67 N 0.54662 0.50138 2.29648  0.335
68 C 1.34852 -0.50453 2.61312  -0.571
69 H 3.02954 -0.66428 3.83674  0.246
70 H 2.75559 1.81763 4.34204  0.440
71 H 0.54922 2.57429 2.89662  0.448
72 H 1.27356 -1.51448 2.23932  0.594

Force components x, y, z for each atom (eV/Å):
0.673 -0.371 0.438
0.032 0.024 0.017
-0.035 0.005 -0.029
-0.006 -0.017 0.239
0.008 0.307 -0.333
0.068 0.023 -0.344
-0.187 0.539 0.269
-0.008 -0.284 -0.037
0.024 -0.118 0.169
0.038 -0.103 -0.104
-0.014 -0.073 0.061
0.013 -0.108 0.019
-0.067 0.173 -0.004
-0.167 0.128 0.118
-0.009 -0.021 0.008
-0.007 -0.003 -0.029
0.003 0.008 0.003
0.064 0.017 -0.023
-0.005 0.001 0.025
0.001 0.034 -0.016
-0.001 0.010 -0.012
-0.015 0.035 0.007
0.240 -0.238 -0.200
-0.414 0.179 0.190
0.081 -0.077 0.015
-0.179 0.079 0.013
-0.007 -0.016 0.008
0.041 -0.001 -0.018
-0.066 0.004 0.035
0.045 -0.037 -0.013
-0.043 -0.032 -0.076
0.024 -0.069 0.043
0.031 0.035 -0.031
-0.036 -0.019 -0.020
0.018 0.013 0.022
-0.044 0.026 0.032
0.043 0.055 0.000
-0.086 0.034 0.052
0.007 0.036 0.023
0.014 -0.035 -0.040
0.003 0.057 0.044
0.022 -0.020 -0.026
0.098 -0.004 -0.009
-0.018 -0.003 0.005
-0.007 -0.020 0.004
0.035 -0.020 -0.008
0.018 0.054 -0.008
-0.001 0.002 0.007
-0.023 -0.022 -0.003
-0.009 0.010 -0.019
0.012 0.017 -0.016
0.048 0.000 0.008
0.073 -0.053 -0.035
-0.003 0.007 0.012
0.024 0.016 0.004
0.026 -0.014 -0.012
-0.035 -0.042 -0.013
0.076 -0.005 0.090
0.469 0.127 0.321
-0.621 -0.228 -0.635
-0.008 0.004 -0.003
-0.017 -0.013 -0.009
-0.017 0.005 -0.045
-0.077 0.008 -0.049
-0.042 0.012 -0.053
0.095 0.027 0.011
-0.234 -0.046 0.028
0.081 -0.087 -0.141
-0.001 0.016 -0.014
0.019 0.040 0.038
-0.019 0.007 0.028
-0.033 0.029 0.021

- F_max: 0.92 eV Å⁻¹
- Spin multiplicity: 3
- Relative energy (zero: lowest compared OMol25 entry of this formula, charge and spin): 0.0 kJ/mol
- Calculated total energy: -2755.6948 hartree
- Charge: +2
- <S²>: 2.023

---

# 2
Below is C31H31AsN4O3ReS as an isolated structure, with properties calculated with the ωB97M-V functional and the def2-TZVPD basis.

Each line ends with the Mulliken charge.
Positions of all 72 atoms, in Å:
1 Re -0.08366 -0.91208 0.26589  0.667
2 C 1.81215 -4.94914 0.14702  -1.006
3 C 0.85215 -3.92658 0.20516  0.035
4 N 1.17489 -2.66403 0.40093  0.211
5 C 2.49284 -2.33737 0.57438  1.566
6 C 3.51809 -3.29130 0.49565  0.433
7 C 3.13691 -4.63378 0.27341  -0.653
8 C 4.85317 -2.85470 0.67649  -0.904
9 C 5.10656 -1.53913 0.94128  -1.094
10 C 4.06489 -0.58799 1.04548  -0.635
11 C 2.76633 -0.97639 0.86303  -0.400
12 N 1.60121 -0.17256 0.96956  0.474
13 C 1.39165 0.55479 2.17875  -0.189
14 C 2.15774 1.57730 2.67248  -0.728
15 C 1.88251 2.10577 3.95199  -1.066
16 C 0.87402 1.60357 4.72779  -0.887
17 C 0.05725 0.55815 4.23792  0.752
18 C -0.98269 -0.05996 4.97140  -0.766
19 C -1.68574 -1.08973 4.41363  -0.914
20 C -1.41362 -1.47455 3.09032  -0.009
21 N -0.47623 -0.89226 2.36780  -0.552
22 C 0.30084 0.07797 2.94795  0.883
23 H 1.48749 -5.96805 -0.00503  0.432
24 H -0.20074 -4.14650 0.07436  0.558
25 H 3.89646 -5.40336 0.21780  0.506
26 H 5.65867 -3.57431 0.61619  0.463
27 H 6.12495 -1.20593 1.08721  0.451
28 H 4.31424 0.43817 1.27346  0.333
29 H 2.97789 1.98478 2.09760  0.532
30 H 2.50094 2.91033 4.32529  0.465
31 H 0.69200 1.99513 5.71985  0.479
32 H -1.20064 0.27841 5.97655  0.507
33 H -2.47190 -1.59660 4.95330  0.461
34 H -2.00401 -2.23894 2.60617  0.477
35 C 2.76752 0.41783 -2.51761  -0.788
36 C 1.54995 -0.10977 -3.26278  -1.007
37 As 0.05553 -0.59115 -2.13930  0.879
38 C -0.30299 2.53773 -2.03847  -0.501
39 C 0.27478 2.84958 -0.68902  -0.789
40 C -1.26900 -1.35723 -3.32277  -0.699
41 C -1.48063 -0.62888 -4.64248  -1.159
42 H 3.59478 0.54261 -3.21497  0.467
43 H 3.09116 -0.26711 -1.73421  0.076
44 H 2.57319 1.38684 -2.05623  0.183
45 H 1.76868 -1.04499 -3.78986  0.583
46 H 1.17876 0.58480 -4.01931  0.607
47 H -1.09714 3.22085 -2.32821  0.461
48 H 0.43397 2.48781 -2.83682  0.476
49 H -0.49076 2.85310 0.08863  0.282
50 H 0.69712 3.85475 -0.74004  0.605
51 H 1.06488 2.15304 -0.40867  -0.093
52 H -2.18479 -1.43704 -2.73285  0.400
53 H -0.90986 -2.38037 -3.47773  0.584
54 H -1.80221 0.40040 -4.48590  0.220
55 H -2.25913 -1.13532 -5.21148  0.412
56 H -0.58077 -0.62433 -5.25664  0.317
57 O -0.96024 1.18133 -2.08711  -0.335
58 C -1.98952 1.00563 -1.16657  -0.213
59 N -1.73912 0.23820 -0.05079  0.128
60 S -3.01907 0.51806 1.06443  1.187
61 O -2.50165 1.29245 2.15063  -0.613
62 O -3.64393 -0.74127 1.32754  -0.674
63 C -3.94303 1.51028 -0.04365  0.319
64 C -5.19434 2.04557 0.16703  -0.707
65 C -5.72902 2.83641 -0.84440  -0.755
66 C -5.01492 3.06676 -2.02182  -0.917
67 C -3.76166 2.52008 -2.22943  -0.590
68 C -3.20786 1.72403 -1.21761  0.858
69 H -5.73995 1.85937 1.08215  0.529
70 H -6.70912 3.27434 -0.71937  0.442
71 H -5.45871 3.68077 -2.79372  0.447
72 H -3.23749 2.68571 -3.16167  0.493

Force components x, y, z for each atom (eV/Å):
-0.363 0.009 -0.256
-0.033 0.014 0.011
-0.006 -0.040 0.009
-0.035 0.081 -0.006
0.087 0.079 0.014
-0.001 0.021 0.022
0.015 0.002 0.005
-0.004 -0.009 0.012
0.010 0.006 0.006
0.036 0.009 0.001
-0.133 -0.187 0.051
0.300 0.142 -0.154
-0.069 -0.054 0.104
-0.025 -0.014 -0.068
-0.025 0.003 0.052
0.035 0.015 -0.010
-0.032 0.034 0.006
-0.001 -0.027 0.002
0.021 -0.037 -0.045
-0.011 0.038 0.090
0.071 -0.155 0.179
0.062 0.055 -0.031
-0.010 0.002 -0.005
0.002 -0.011 -0.003
0.004 0.002 -0.005
0.002 0.003 -0.002
0.003 -0.009 -0.001
-0.024 0.006 -0.002
-0.001 -0.020 -0.014
-0.008 0.001 0.008
0.004 0.006 -0.001
-0.005 0.009 -0.003
0.001 -0.003 0.000
-0.020 -0.011 -0.005
0.010 0.027 0.033
-0.084 0.102 -0.047
0.141 -0.119 0.248
-0.018 -0.096 -0.119
-0.016 0.018 0.045
0.044 -0.044 0.035
-0.006 0.017 -0.020
-0.004 0.011 -0.007
-0.003 -0.015 -0.008
-0.001 -0.019 0.000
0.001 -0.002 0.016
0.016 -0.024 -0.016
0.022 0.036 0.011
0.021 0.012 0.026
0.001 0.001 -0.012
0.017 -0.010 0.027
0.018 -0.005 0.007
-0.005 0.023 -0.005
-0.016 -0.003 -0.007
0.000 -0.007 -0.003
0.001 0.002 -0.002
0.003 -0.003 0.003
-0.206 0.119 -0.025
-0.054 0.219 -0.096
0.330 -0.098 -0.095
-0.087 -0.026 0.008
0.011 0.014 -0.021
0.010 0.027 0.023
-0.060 -0.006 0.052
0.030 0.007 -0.011
-0.021 0.006 0.012
-0.001 0.009 -0.008
0.024 -0.004 0.011
0.031 -0.131 -0.017
0.000 0.002 0.003
0.000 -0.002 0.002
0.005 -0.003 -0.005
-0.002 0.005 -0.002

- F_max: 0.44 eV Å⁻¹
- Spin multiplicity: 4
- Relative energy (zero: lowest compared OMol25 entry of this formula, charge and spin): 329.0 kJ/mol
- Calculated total energy: -4356.3315 hartree
- Charge: +2
- <S²>: 3.803

---

# 3
Below is C31H31AuBr2ClIN4O2Te as an isolated structure, with properties calculated with the ωB97M-V functional and the def2-TZVPD basis.

Each line ends with the Mulliken charge.
Positions of all 74 atoms, in Å:
1 Au 0.53552 -1.25871 -1.91591  0.749
2 Br 2.51462 0.02787 2.79228  -0.135
3 C 2.03760 -1.69924 2.18472  0.368
4 C 2.13112 -2.78648 3.04485  -0.549
5 C 1.79239 -4.03873 2.60215  0.052
6 Br 1.96703 -5.50620 3.79935  -0.256
7 C 1.32668 -4.24267 1.28946  1.388
8 C 0.93347 -5.49639 0.77592  -0.896
9 C 0.50984 -5.60244 -0.51726  -0.861
10 C 0.44460 -4.44924 -1.31033  0.102
11 N 0.76853 -3.26083 -0.85775  -0.299
12 C 1.22984 -3.12029 0.41536  -0.497
13 C 1.61740 -1.79674 0.84775  0.184
14 O 1.57112 -0.78408 0.06667  -0.962
15 H 2.47289 -2.64258 4.06014  0.456
16 H 0.96959 -6.36371 1.42036  0.314
17 H 0.21965 -6.55230 -0.94431  0.431
18 H 0.11537 -4.51283 -2.33605  0.055
19 C 0.99249 6.34106 1.23837  -2.001
20 C 0.58934 4.95919 1.78767  2.246
21 C 0.21195 5.12845 3.26699  -1.774
22 C 1.83079 4.06374 1.71353  -1.934
23 C -0.65581 4.41702 0.99986  2.245
24 O -1.66922 5.43349 0.97326  -0.716
25 C -1.32075 3.16193 1.59713  -1.948
26 C -0.43719 1.95424 1.95061  0.030
27 C -1.23254 0.67727 2.06486  -1.023
28 C -2.31606 0.56479 2.93268  -0.168
29 C -3.02795 -0.61881 3.03963  -0.945
30 C -2.64700 -1.71210 2.27647  0.159
31 Cl -3.53161 -3.19937 2.41180  -0.266
32 C -1.57028 -1.62938 1.41121  -1.090
33 C -0.87525 -0.43356 1.30850  1.210
34 C -0.46745 4.23060 -0.52768  -2.772
35 N 0.13939 3.00517 -1.00431  1.238
36 C -0.45054 1.83258 -1.24613  -0.247
37 N 0.41530 1.00711 -1.79415  -0.101
38 C 1.55500 1.74104 -1.87922  -0.447
39 N 1.41800 2.96342 -1.42947  -1.037
40 H 1.63340 6.84405 1.96396  0.495
41 H 0.12481 6.97143 1.05471  0.363
42 H 1.56083 6.25005 0.31128  0.393
43 H 1.08325 5.48634 3.81640  0.491
44 H -0.09976 4.18701 3.72134  0.263
45 H -0.58155 5.86777 3.40941  0.442
46 H 2.66238 4.59463 2.18289  0.578
47 H 2.11915 3.85041 0.68980  0.331
48 H 1.70578 3.12362 2.24870  0.250
49 H -1.88534 5.67555 1.87929  0.556
50 H -2.08632 2.85093 0.87914  0.090
51 H -1.86291 3.47570 2.49307  0.697
52 H 0.06202 2.13010 2.90605  0.722
53 H 0.34120 1.80128 1.20473  0.636
54 H -2.61607 1.41038 3.54094  0.419
55 H -3.86748 -0.70181 3.71631  0.417
56 H -1.27731 -2.49193 0.82677  0.625
57 H -0.02988 -0.36340 0.63127  0.098
58 H 0.10755 5.06142 -0.92632  0.337
59 H -1.47135 4.28591 -0.94684  0.512
60 H -1.47976 1.59994 -1.02606  0.486
61 H 2.48088 1.36059 -2.27579  0.441
62 I -1.40592 1.05442 -4.87986  -0.211
63 Te 0.33938 -1.26988 -4.56100  0.322
64 C -0.10540 -3.31212 -4.94541  0.390
65 C 0.67440 -3.99691 -5.87209  -0.389
66 C 0.33614 -5.29010 -6.23683  -0.501
67 C -0.79716 -5.89157 -5.70493  -0.471
68 C -1.58716 -5.20354 -4.79394  -0.436
69 C -1.24849 -3.91164 -4.42211  -0.578
70 H 1.54840 -3.52216 -6.30248  0.332
71 H 0.94662 -5.82009 -6.95605  0.373
72 H -1.07966 -6.88655 -6.02301  0.390
73 H -2.47849 -5.66047 -4.38348  0.404
74 H -1.87407 -3.36166 -3.72884  0.429

Force components x, y, z for each atom (eV/Å):
-0.242 -0.877 -1.214
0.057 -0.087 0.114
-0.109 0.176 -0.470
-0.064 -0.228 -0.002
0.034 0.009 0.261
-0.012 0.050 -0.013
-0.063 0.222 -0.208
-0.042 -0.059 -0.072
0.047 -0.074 0.021
0.013 0.112 0.065
0.104 0.071 0.499
0.089 -0.509 0.185
0.692 0.213 0.202
1.005 -0.436 0.184
0.015 0.014 -0.004
0.032 -0.010 -0.013
-0.008 -0.018 0.041
-0.073 0.052 -0.099
-0.059 -0.121 -0.022
-0.057 0.129 -0.101
-0.037 -0.028 -0.086
-0.048 -0.030 0.166
-0.001 -0.220 0.034
-0.079 0.049 -0.013
0.200 -0.068 0.037
-0.264 -0.038 -0.007
-0.135 -0.126 0.068
0.005 0.061 0.002
-0.036 -0.063 0.037
0.113 0.172 -0.010
-0.070 -0.137 0.011
-0.230 -0.018 0.077
-0.404 0.297 -0.011
0.083 0.374 0.297
-0.149 0.023 -0.209
0.046 -0.090 -0.090
-0.042 0.654 0.213
-0.255 0.088 0.113
0.267 0.124 0.064
0.047 -0.020 -0.018
0.004 0.040 0.006
-0.012 0.001 -0.027
-0.012 0.023 0.019
0.000 0.034 0.018
0.008 -0.002 0.057
-0.001 0.015 -0.004
0.039 -0.057 -0.136
0.095 0.082 -0.079
0.001 -0.024 0.021
-0.059 0.017 0.081
-0.056 -0.010 -0.039
0.051 0.002 -0.070
0.065 -0.022 0.129
-0.004 0.011 0.025
-0.004 -0.001 -0.001
-0.067 0.012 -0.003
-0.479 0.207 0.278
0.056 -0.049 -0.110
0.018 -0.006 -0.014
0.003 0.086 0.040
0.015 0.011 0.013
0.365 -1.416 -0.128
0.533 0.802 0.196
-1.131 0.453 -0.482
0.208 0.232 0.017
0.021 -0.127 0.099
-0.002 0.036 -0.042
-0.007 0.011 0.023
-0.017 0.081 0.114
-0.062 0.004 -0.081
0.011 -0.001 0.019
0.029 -0.016 0.037
0.014 -0.015 -0.018
0.010 -0.048 0.016

- F_max: 1.52 eV Å⁻¹
- Spin multiplicity: 1
- Relative energy (zero: lowest compared OMol25 entry of this formula, charge and spin): 134.8 kJ/mol
- Calculated total energy: -7879.0123 hartree
- Charge: 0